[1]
A molecular structure, C32H54F15InN2O13P in a non-equilibrium geometry. Source: the OMol25 dataset; level of theory: ωB97M-V/def2-TZVPD.

Total charge: -1
Molar mass, g mol⁻¹: 1105.547
2S+1: 1
HOMO-LUMO gap, eV: 4.9
Calculated total energy, Eh: -4368.78594

Cartesian coordinates (Å):
H 1.62365 -2.11781 2.13695
H -2.84903 2.02671 -0.31335
H -6.37480 1.99077 -4.96612
F -2.83016 3.04570 -12.44859
H 2.58694 -3.36062 3.74854
H -2.35443 -0.75238 -1.52351
C -0.07344 -5.29954 8.42277
C -2.47486 3.81417 -11.41605
C -7.67661 6.07109 -6.42244
H -3.10125 -1.57788 -8.22878
C 5.99197 0.12533 5.09391
O 5.46088 0.70932 7.72611
H -5.75205 6.32437 -10.52733
H -7.39797 1.39573 -3.64411
N 3.43574 -1.31686 1.31741
H -3.25360 7.49081 -9.20084
F -8.60512 6.29388 -7.35531
C 2.63896 -4.21776 7.41486
C 0.53040 0.96072 1.51297
H 1.75538 -0.28465 4.62868
H 2.01668 -3.38893 7.75901
C -2.51307 0.32283 -1.61388
O 3.56800 -0.56580 6.40157
C 3.26717 -3.39048 2.85130
H 3.67709 -1.37044 0.32549
O -7.01213 4.55992 -4.75000
F -1.35240 -7.14508 9.19205
C -3.75400 6.98617 -10.02778
O -9.18504 4.54081 -5.31346
O 4.10347 2.20204 6.13126
H -6.43922 3.59918 -3.04836
H -5.34496 6.16767 -8.83084
C 5.24715 -0.41638 3.78253
C -5.22313 6.80582 -9.70282
C -4.28297 -2.87976 -6.98087
F 0.09002 -6.32783 10.56710
C 3.48588 2.38277 4.83286
F -7.48173 7.23707 -5.78874
H 4.58560 2.26147 2.88364
C -4.35680 -0.76236 -3.96003
C -0.52483 1.37984 0.49608
C 6.75895 -3.05354 1.76030
H 7.71580 -1.11423 2.25991
C 1.25901 -0.34740 5.64098
H 3.29117 -4.49306 8.24624
H 2.43575 -6.19983 6.62643
H 6.19558 -2.83044 0.80613
C -7.26046 3.54476 -3.76376
O -1.62057 0.62249 0.62726
F -2.65870 3.08055 -10.30858
H 7.05339 -4.13578 1.82712
H 1.11609 -5.13368 6.17315
H 4.43833 3.99763 3.54104
H 3.25434 -3.86626 6.58508
H -4.31284 -2.53227 -9.10942
C 6.09091 -5.23190 5.12256
H 1.94712 -0.82502 7.66421
O 1.05825 -5.93432 8.10698
F 0.66695 -0.37520 1.58356
F 1.73643 1.46005 1.22978
C -2.71303 0.94531 -0.24658
C -3.25018 5.12636 -11.37630
H 8.50302 -1.99274 0.84950
H -5.69551 7.76928 -9.50514
H 6.64493 0.99832 4.79337
F -1.71834 -5.25007 10.14245
C 4.57680 2.90827 3.80460
H 5.10615 -5.76997 4.99556
F -5.11903 0.26798 -3.56844
C 1.79196 -5.39788 6.98863
H 0.33346 0.28522 5.69026
H 8.78109 -3.67537 3.02532
C 2.60510 -2.48636 1.72925
H 2.32554 -3.05863 0.78971
O -0.50035 -4.33928 7.85066
In 5.34067 -2.64613 3.47857
F 0.22100 1.38355 2.74840
C 2.26737 -0.12141 6.83855
H 2.73457 3.22130 4.95357
H 5.62837 0.09184 2.84535
H -8.12118 2.08251 -5.10603
C -8.07587 4.96407 -5.45341
C 8.03733 -2.11683 1.87219
C -0.76455 -6.00308 9.58562
F -1.15492 4.02669 -11.52503
C -7.29144 2.17119 -4.40273
F -3.09338 -0.29517 -4.07474
C -4.11535 -1.98066 -8.18929
H 3.34964 -4.43199 2.43550
H 2.90372 1.50143 4.46695
H -8.18043 3.75424 -3.21488
P 4.72526 0.65492 6.38408
H 8.78282 -2.23338 3.74870
O -3.10665 5.71321 -10.18235
H 2.24514 0.90511 7.28396
F -4.35456 -1.64683 -2.95273
H 6.47916 -3.39696 6.22752
C 6.08909 -3.81483 5.25811
F -6.53659 5.79221 -7.07536
H -3.61117 7.60411 -10.91625
H -3.36770 0.50292 -2.23112
H -1.63234 0.73672 -2.10790
H -4.79628 -1.12910 -8.14396
H 7.01873 -5.85793 5.06628
O -5.94744 -1.22588 -5.72104
H -3.61184 0.53538 0.21605
C -4.85836 -1.39075 -5.25477
H 5.56550 2.86136 4.33969
H 4.14833 -0.15118 3.82701
O -3.91954 -2.18703 -5.77616
H 6.70290 -0.62918 5.53754
O -0.41012 2.27880 -0.28467
N 9.00947 -2.69046 2.85980
O -3.86895 5.58679 -12.29000
H 2.88271 -0.47338 1.44117
H -3.61091 -3.73438 -7.06184
H 0.90785 -1.42111 5.71604
H -5.29859 -3.27333 -6.91009

[2]
A molecular structure, C6H6O. Source: the OMol25 dataset; level of theory: ωB97M-V/def2-TZVPD.

Energy above the lowest of the compared OMol25 structures with the same formula, charge and spin, eV: 4.163
Molar mass, g mol⁻¹: 94.113
2S+1: 1
HOMO-LUMO gap, eV: 10.3
Calculated total energy, Eh: -307.31043

Cartesian coordinates (Å):
C -0.11342 -0.05424 -0.04553
C 1.35379 0.28191 0.06875
H 0.80363 0.41340 -2.03863
O 1.12218 1.68795 0.12810
C 0.82439 -0.26536 -1.18896
C -1.76790 -1.81132 1.04257
C -0.29905 1.41508 0.13902
H -2.43275 -2.53404 1.47032
H -0.75688 1.58761 1.11130
H -0.81073 1.86061 -0.70040
H 1.96308 -0.24935 0.76467
H 1.07409 -1.30067 -1.30667
C -0.98314 -1.03309 0.55912

[3]
C4H5NO in the gas phase in a non-equilibrium geometry. Source: the OMol25 dataset; level of theory: ωB97M-V/def2-TZVPD.

Energy above the lowest of the compared OMol25 structures with the same formula, charge and spin, eV: 0.000
Molar mass, g mol⁻¹: 83.090
2S+1: 3
HOMO-LUMO gap (alpha / beta), eV: 6.3 / 9.2
Calculated total energy, Eh: -285.24429

Cartesian coordinates (Å):
N 0.09089 -0.54496 -1.14061
O 1.71928 0.88062 -0.66805
C -1.38106 -0.48627 0.85314
C -0.16631 -0.10729 0.11369
H 1.67014 -0.09991 -2.48504
H 1.24373 1.32498 1.42940
H -1.83429 -1.57938 0.49155
H -1.23819 -0.43636 1.94962
C 1.15388 0.05838 -1.56471
H -2.21224 0.15706 0.56130
C 0.95416 0.83314 0.45971

[4]
A molecular structure, C42H50N4O2PdS2Te in a non-equilibrium geometry. Source: the OMol25 dataset; level of theory: ωB97M-V/def2-TZVPD.

Energy above the lowest of the compared OMol25 structures with the same formula, charge and spin, eV: 1.261
Total charge: -2
Molar mass, g mol⁻¹: 941.042
2S+1: 1
HOMO-LUMO gap (alpha / beta), eV: 5.3 / 5.3
Calculated total energy, Eh: -3192.21725

Cartesian coordinates (Å):
C -1.29978 2.93517 0.61383
H 0.21627 -2.70262 3.04170
N -0.40498 2.16789 0.00944
H 0.62327 5.55840 -5.68641
C -1.65779 -3.52776 2.46208
C 3.77805 0.08046 -0.42246
C 0.25757 1.78286 -5.00756
H 1.92311 4.49203 -3.87928
H 4.16109 -0.93129 -0.26633
H 0.37767 2.02610 4.75730
C 0.56419 -4.75199 2.48386
H 0.58131 -3.88311 5.09759
C 3.68058 2.44353 0.42914
C -0.29793 -3.66242 3.13285
C 4.82396 1.11502 3.05781
H 2.70513 0.03750 -0.57895
H 0.97572 4.51258 -1.96692
H -0.36428 -1.94145 -3.98969
C -3.58170 -2.31459 -1.47079
C -1.55573 -2.33830 -5.82438
N 1.23434 1.80089 -1.50560
C -0.65017 4.84689 -0.62334
H -5.05206 -0.35661 0.99029
C -2.66159 -4.40762 2.85752
C -2.07841 -0.67622 -4.25750
C -3.61469 -1.52899 -0.15507
N 1.43929 -0.17970 2.05746
C 0.45271 1.18632 5.44975
C -3.26244 -2.46603 0.97112
C -0.40045 -3.97718 4.62933
H -5.80530 -1.51694 -0.11468
C 4.66555 1.14132 4.42764
C 3.82283 0.70345 2.16850
H -0.55367 0.94293 5.80089
H -2.57419 -2.68174 -1.67802
H -3.87436 -1.68085 -2.30898
H -5.04942 -0.05617 -0.75704
H -1.08595 -3.29890 5.13902
H 0.17650 0.72297 -4.81863
H -4.71325 -5.02332 2.68960
C 4.17287 1.01597 0.71244
H 1.04067 1.51183 6.31383
O 2.02797 0.35251 -3.27519
C 0.20757 -1.84816 0.79730
H 1.61276 -2.07444 5.22060
C 1.41883 -1.14695 1.20350
C -4.96248 -0.82939 0.00921
C -0.33811 3.73730 -6.29631
C 0.38187 2.69514 -0.95570
C -1.94885 -2.52336 1.49556
S 1.97846 1.74658 -2.87368
H -1.09593 1.75980 -6.65947
H 3.27672 0.80700 6.02530
H 0.73653 -4.57329 1.42576
S -3.30428 -0.53345 -5.46350
H 5.47313 1.47276 5.07068
H -2.25072 4.85151 0.84545
C 2.59266 0.25664 2.71997
C 2.41579 0.33913 4.12799
C 1.23289 -1.19073 5.73438
H -2.43310 -5.16728 3.59462
H -0.45701 4.56630 -8.28656
H -1.52980 5.33602 -7.11953
H 0.06428 -5.72117 2.57683
N -1.00399 -1.52482 1.21908
C 1.21862 3.90704 -4.45588
H 1.93032 -0.95171 6.54247
H -3.13238 -2.12909 -7.33850
H 4.20623 0.46576 -1.34928
H 0.42174 -0.32695 3.94969
C -4.22906 -3.35891 1.41516
H -4.26033 -3.17260 -1.41040
C 1.08500 -0.02375 4.76090
H -1.89614 2.43906 1.37498
Pd -0.00763 -0.44086 -0.81164
H 2.32543 -1.65272 0.86283
H -2.84957 -0.75585 -0.20849
H 0.26977 -1.44780 6.18389
C -3.94680 -4.33433 2.35328
H -0.98581 -3.15592 -6.24766
H 4.10790 3.14816 1.14695
H 2.59309 2.48189 0.51224
C -1.10337 4.37821 -7.42443
H -0.72934 5.90069 -0.86955
H -5.22629 -3.29104 0.99589
H 1.53608 -4.82208 2.98161
C -1.22031 -1.68979 -4.60214
H 3.92883 2.74810 -0.58913
C -2.66928 -1.82016 -6.41420
H 5.26846 1.03610 0.69843
H -0.73952 -5.00076 4.80524
C -0.44077 2.37331 -6.05039
H 0.38640 -2.81616 0.32425
H 5.76112 1.45632 2.62912
C -1.49073 4.27888 0.33054
C 3.44170 0.76590 4.95364
C 0.29757 4.07283 -1.25558
Te -2.00632 0.61435 -2.61272
O 3.26622 2.43001 -2.86059
C 0.51073 4.49599 -5.49388
C 1.06825 2.55481 -4.18930
H -1.91956 3.73510 -7.75496